(1)
{"formula": "C26H53BBrO12S5", "method": "the ωB97M-V functional and the def2-TZVPD basis", "lumo_energy_ev": 1.995, "e_tot_ev": -177285.276, "homo_lumo_gap_ev": 6.4, "total_charge": -1, "multiplicity": 1, "elements": ["C", "C", "C", "Br", "B", "C", "C", "C", "O", "O", "H", "H", "H", "H", "H", "H", "H", "H", "H", "H", "H", "H", "H", "C", "C", "C", "S", "O", "O", "C", "H", "H", "H", "H", "H", "H", "H", "H", "C", "C", "C", "S", "O", "O", "C", "H", "H", "H", "H", "H", "H", "H", "H", "C", "C", "C", "S", "O", "O", "C", "H", "H", "H", "H", "H", "H", "H", "H", "C", "C", "C", "S", "O", "O", "C", "H", "H", "H", "H", "H", "H", "H", "H", "C", "C", "C", "S", "O", "O", "C", "H", "H", "H", "H", "H", "H", "H", "H"], "coordinates": [[0.108737, -0.746651, 3.336960], [-0.356336, 0.540610, 2.603216], [-1.215048, 0.230421, 1.367143], [-2.572159, 1.707099, 1.162755], [-0.409431, 0.139156, -0.063725], [1.123815, -0.488136, 0.051771], [2.141276, 0.668777, 0.075206], [3.525310, 0.319864, 0.602233], [3.936820, -0.780760, 0.892440], [4.398629, 1.397449, 0.711873], [-0.633220, -1.532986, 3.150419], [1.084157, -1.103917, 2.991327], [0.188643, -0.570203, 4.417429], [0.466375, 1.236807, 2.419927], [-1.014889, 1.042193, 3.323674], [-1.775029, -0.694118, 1.555902], [-1.090854, -0.431182, -0.876787], [-0.292616, 1.280606, -0.487672], [1.262070, -1.206690, 0.870075], [1.280414, -1.053533, -0.881266], [1.686407, 1.527725, 0.586598], [2.282172, 0.987599, -0.967807], [3.800999, 2.155865, 0.793878], [1.091269, -4.779330, -2.309598], [1.098938, -5.421150, -0.915873], [0.065469, -4.674806, -0.063514], [-1.171788, -4.053106, -1.208865], [-1.119328, -2.619714, -1.210050], [-2.411737, -4.775786, -1.015689], [-0.376915, -4.639764, -2.695855], [1.639257, -5.380068, -3.035740], [1.560180, -3.793439, -2.262598], [0.818272, -6.474741, -0.998240], [2.087481, -5.380684, -0.458479], [-0.415464, -5.328780, 0.660623], [0.507863, -3.818517, 0.445303], [-0.546499, -3.931880, -3.503628], [-0.813100, -5.605940, -2.946756], [7.094823, 4.270491, 3.581883], [7.830374, 3.371031, 4.583703], [7.708449, 1.928071, 4.080139], [7.546102, 2.029187, 2.289968], [6.236286, 1.561194, 1.914928], [8.747985, 1.521229, 1.672005], [7.555718, 3.818476, 2.200113], [7.312057, 5.325387, 3.750220], [6.016169, 4.127702, 3.680168], [8.883708, 3.659290, 4.625390], [7.424098, 3.471458, 5.590263], [8.587308, 1.336296, 4.325429], [6.814398, 1.442125, 4.466581], [6.900581, 4.146233, 1.396226], [8.580170, 4.135942, 2.003560], [-4.927341, 1.307018, -2.322602], [-5.170295, 1.273537, -3.836678], [-3.811381, 1.415716, -4.522858], [-2.591927, 0.742413, -3.376296], [-1.734465, 1.818039, -2.967640], [-2.069079, -0.488020, -3.923485], [-3.753503, 0.370195, -2.059337], [-5.814083, 0.998546, -1.768840], [-4.668260, 2.321478, -2.009072], [-5.621554, 0.315513, -4.109261], [-5.855965, 2.060492, -4.155564], [-3.768459, 0.860141, -5.457566], [-3.558292, 2.459695, -4.700371], [-3.298048, 0.529444, -1.077061], [-4.048556, -0.674423, -2.167198], [-4.257121, -4.012269, -5.637575], [-3.608060, -3.321925, -6.843053], [-2.268546, -4.019765, -7.104003], [-2.457514, -5.706066, -6.513508], [-1.576467, -5.896908, -5.391485], [-2.469479, -6.612510, -7.636128], [-4.123579, -5.511178, -5.893750], [-5.299600, -3.720011, -5.516258], [-3.721769, -3.739899, -4.724812], [-4.255768, -3.429052, -7.717200], [-3.466729, -2.255850, -6.668678], [-2.017770, -4.040102, -8.161973], [-1.460433, -3.556521, -6.539824], [-4.254996, -6.115415, -4.998633], [-4.808002, -5.842473, -6.675138], [-2.030895, 5.993002, 6.076364], [-1.239679, 5.178060, 7.108354], [-1.262584, 3.713742, 6.652612], [-1.423839, 3.747798, 4.861169], [-2.694765, 3.180509, 4.508004], [-0.192479, 3.305979, 4.268621], [-1.535991, 5.528008, 4.710489], [-1.885970, 7.065157, 6.210009], [-3.097891, 5.780901, 6.178443], [-0.208458, 5.537653, 7.141502], [-1.654908, 5.283628, 8.110850], [-0.346625, 3.191035, 6.917465], [-2.123006, 3.181795, 7.054778], [-2.209294, 5.783742, 3.895677], [-0.534940, 5.906751, 4.504323]], "forces_ev_per_angstrom": [[0.2, 0.3, -0.4], [-1.0, -0.3, 0.9], [1.2, -0.1, -0.4], [-0.2, -0.3, 0.3], [0.0, 0.5, -0.1], [-0.5, 0.0, -0.5], [0.0, -0.9, 0.0], [0.5, -0.3, 0.2], [-0.3, 0.8, -0.4], [-2.4, -0.6, -0.7], [0.2, 0.0, 0.2], [-0.2, 0.0, 0.0], [-0.1, -0.1, -0.2], [-0.1, -0.2, -0.2], [0.2, 0.1, -0.1], [-0.3, 0.4, 0.1], [-0.1, 0.0, 0.0], [0.2, 0.2, 0.1], [0.2, 0.2, 0.0], [0.1, 0.0, 0.3], [0.4, 0.0, 0.1], [0.0, 0.1, 0.2], [0.3, 0.1, -0.3], [0.0, 0.1, 0.1], [0.0, 0.0, 0.0], [0.3, -0.2, 0.2], [0.1, -0.1, -0.2], [-0.4, -0.4, 0.0], [-0.1, 0.2, 0.0], [0.3, -0.3, -0.2], [0.0, 0.0, 0.0], [0.0, 0.0, 0.0], [0.0, 0.0, 0.0], [0.0, 0.0, 0.0], [-0.1, 0.1, 0.0], [-0.1, 0.1, -0.1], [-0.1, 0.1, 0.1], [0.0, 0.0, 0.0], [0.0, -0.1, 0.0], [0.0, 0.0, 0.0], [0.1, 0.2, 0.4], [-0.1, -0.1, 0.0], [1.8, 0.2, 0.9], [-0.1, 0.0, 0.0], [0.0, 0.4, 0.2], [0.0, 0.0, 0.0], [0.0, 0.0, 0.0], [0.0, 0.0, 0.0], [0.0, 0.0, 0.0], [-0.1, -0.1, -0.1], [0.0, 0.0, -0.2], [0.0, -0.2, -0.1], [0.0, -0.1, 0.0], [0.1, 0.0, -0.1], [-0.1, 0.0, 0.0], [-0.4, 0.1, -0.2], [0.0, -0.4, 0.7], [0.1, 0.1, -0.4], [0.1, 0.1, -0.3], [-0.3, 0.1, 0.2], [0.0, 0.0, 0.0], [0.0, 0.0, 0.1], [0.0, 0.0, 0.0], [0.0, 0.0, 0.0], [0.2, 0.0, 0.0], [0.1, 0.0, 0.1], [0.2, -0.1, -0.3], [0.1, 0.0, -0.1], [0.2, 0.0, 0.0], [-0.1, 0.0, 0.0], [-0.1, 0.4, -0.1], [-0.4, 0.2, -0.2], [0.2, -0.3, -0.1], [0.2, -0.1, 0.1], [-0.3, 0.2, 0.2], [0.0, 0.0, 0.0], [0.0, 0.0, 0.0], [0.0, 0.0, 0.0], [0.0, 0.0, 0.0], [0.1, -0.1, 0.0], [0.0, -0.1, 0.1], [0.1, -0.1, 0.0], [0.1, 0.0, 0.0], [0.0, -0.1, 0.0], [0.0, 0.0, 0.0], [0.1, 0.2, 0.4], [0.1, 0.1, -0.2], [0.0, 0.0, 0.1], [0.0, 0.0, 0.0], [-0.1, 0.4, 0.2], [0.0, 0.0, 0.0], [0.0, 0.0, 0.0], [0.0, 0.0, 0.0], [0.0, 0.0, 0.0], [0.0, -0.1, -0.1], [0.0, 0.0, -0.1], [0.0, -0.2, -0.1], [0.0, -0.1, 0.0]]}

---

(2)
{"formula": "C26H53BFN11O10PS", "method": "the ωB97M-V functional and the def2-TZVPD basis", "lumo_energy_ev": 1.614, "e_tot_ev": -88197.963, "homo_lumo_gap_ev": 6.1, "total_charge": -1, "multiplicity": 1, "elements": ["C", "C", "O", "N", "C", "C", "C", "C", "C", "C", "O", "B", "C", "C", "C", "C", "O", "P", "S", "O", "C", "C", "C", "O", "F", "C", "C", "C", "C", "C", "C", "H", "H", "H", "H", "H", "H", "H", "H", "H", "H", "H", "H", "H", "H", "H", "H", "H", "H", "H", "H", "H", "H", "H", "H", "H", "H", "H", "H", "H", "H", "H", "H", "H", "C", "O", "N", "N", "H", "H", "H", "H", "C", "O", "N", "N", "H", "H", "H", "H", "C", "O", "N", "N", "H", "H", "H", "H", "C", "O", "N", "N", "H", "H", "H", "H", "C", "O", "N", "N", "H", "H", "H", "H"], "coordinates": [[7.207274, -3.784155, -1.730418], [6.683118, -3.119950, -3.139688], [6.748570, -3.855639, -4.253550], [6.171358, -1.699620, -3.241200], [7.371894, -0.814589, -2.850150], [5.030940, -1.451926, -2.278495], [3.889161, -2.673327, -2.277768], [2.549008, -1.987650, -1.548986], [1.711143, -1.244294, -2.745922], [1.168032, 0.260030, -2.386503], [0.353911, 0.970844, -3.427842], [-0.216752, 2.186716, -2.749271], [-1.579336, 2.508505, -3.665144], [-1.304833, 3.618445, -4.856431], [-1.608602, 5.155957, -4.292714], [-2.545093, 6.041204, -5.348107], [-2.165957, 7.477884, -5.360305], [1.078706, 3.607826, -2.651211], [0.539584, 5.082338, -1.476915], [-0.439392, 1.651359, -1.367217], [0.508495, 0.577238, -0.919608], [1.658700, 1.015833, 0.163084], [1.391852, 2.443051, 0.924029], [2.497345, 3.103150, 1.368415], [0.077813, 3.058945, 1.219318], [-0.527758, -0.487534, -0.226740], [-1.224817, -1.786696, -0.943566], [-2.290896, -2.773593, -0.117240], [-2.725373, -2.502135, 1.460203], [-2.035873, -1.173897, 2.191344], [-0.960487, -0.215347, 1.365635], [7.980323, -4.638182, -2.035357], [7.720912, -3.003520, -0.999432], [6.288511, -4.302989, -1.221645], [7.658266, -0.911039, -1.718261], [8.330951, -1.144550, -3.467246], [7.198523, 0.319741, -3.091986], [4.500837, -0.436397, -2.613786], [5.446227, -1.278274, -1.196788], [4.271407, -3.621055, -1.697617], [3.678479, -2.948278, -3.414370], [1.891454, -2.870352, -1.151968], [2.976451, -1.278327, -0.722350], [2.476726, -1.111812, -3.652308], [0.881946, -1.982548, -3.151372], [2.175657, 0.895808, -2.455385], [-1.823511, 1.484401, -4.213016], [-2.475281, 2.873870, -2.969209], [-0.242062, 3.513582, -5.352562], [-2.100902, 3.426230, -5.704310], [-2.234433, 5.046466, -3.309314], [-0.538576, 5.645927, -4.122318], [-2.523292, 5.609537, -6.435738], [-3.671065, 6.008519, -4.955708], [-1.373583, 7.614160, -4.736501], [1.291789, 4.214174, -3.969748], [2.386814, 3.064227, -2.275087], [2.729747, 1.108514, -0.355810], [1.786620, 0.167101, 0.981290], [-1.007423, -2.039838, -2.065141], [-2.790523, -3.704263, -0.661242], [-3.493040, -3.147747, 2.066288], [-2.368122, -0.957280, 3.314217], [-0.511810, 0.689142, 1.987352], [-4.949871, 0.436507, 4.344959], [-4.942111, -0.656387, 3.800902], [-5.989003, 0.877312, 5.076757], [-3.919916, 1.297812, 4.261453], [-6.013869, 1.773977, 5.532286], [-6.785104, 0.259425, 5.164998], [-3.117323, 1.004855, 3.719760], [-3.907724, 2.202006, 4.702429], [-8.285392, -2.632251, 3.684760], [-8.921536, -1.633530, 3.981998], [-6.966022, -2.603320, 3.423885], [-8.846830, -3.851158, 3.591578], [-6.425114, -3.415014, 3.177504], [-6.504525, -1.705056, 3.482965], [-9.838537, -3.917071, 3.780222], [-8.339575, -4.685214, 3.348234], [0.169595, 0.731116, 5.140864], [-0.072410, 0.584704, 3.953232], [0.782793, 1.824529, 5.628784], [-0.155362, -0.187841, 6.067983], [0.990550, 1.963129, 6.603341], [1.044377, 2.540934, 4.964190], [-0.618645, -1.026301, 5.742770], [0.035566, -0.085246, 7.050427], [5.827670, -6.265192, 1.159961], [5.239290, -5.634726, 0.295788], [5.871050, -5.871127, 2.445442], [6.485254, -7.410508, 0.904105], [6.350318, -6.376820, 3.171189], [5.388578, -5.013695, 2.680767], [6.477366, -7.742507, -0.051472], [6.975494, -7.943791, 1.602280], [-4.998741, 4.074701, 1.483408], [-5.418223, 4.349466, 2.596517], [-4.273322, 2.970143, 1.231714], [-5.224457, 4.851867, 0.408841], [-3.919229, 2.726962, 0.321981], [-4.080683, 2.357699, 2.013473], [-5.766712, 5.693340, 0.554772], [-4.887420, 4.642347, -0.515649]], "forces_ev_per_angstrom": [[0.1, -0.2, -0.7], [0.6, -3.3, -4.4], [-0.4, 4.3, 6.6], [1.5, -0.8, 1.6], [1.1, 0.2, -0.3], [-1.0, 0.0, 0.3], [0.3, 1.2, 0.0], [0.6, -1.1, -1.4], [0.1, 0.2, -0.9], [1.8, 0.9, -1.1], [1.7, -2.0, 1.9], [-1.0, -3.0, -0.6], [-0.3, 0.5, -0.6], [-1.6, 0.2, 0.1], [0.1, -0.5, -1.0], [-0.1, -0.3, 1.0], [1.3, -1.2, 1.1], [0.9, 1.2, -0.5], [0.1, 0.5, 0.6], [1.3, -0.4, 1.7], [-2.1, 0.5, -1.4], [-0.3, 0.1, 0.1], [5.5, 4.2, 2.7], [-8.0, -4.4, -2.8], [4.0, -2.5, -0.9], [-2.8, -3.0, 2.5], [-0.9, 0.8, 3.7], [1.0, 2.6, 2.2], [3.3, 3.4, -2.5], [0.7, -1.2, -3.9], [-1.7, -2.8, -1.1], [-1.7, 2.0, 0.7], [-1.2, -1.7, -1.6], [1.8, 1.1, -0.8], [-0.7, 0.2, -1.9], [-2.1, 0.6, 1.2], [0.0, -2.3, 0.4], [1.1, -2.2, 0.7], [-0.8, -0.4, -1.7], [-0.7, 1.9, -1.1], [0.3, 0.5, 2.5], [1.3, 2.0, -0.3], [-1.2, -1.4, -1.4], [-1.8, -0.1, 1.9], [1.6, 1.6, 0.9], [-1.7, -1.4, 0.8], [0.2, 2.1, 1.4], [1.7, -0.8, -1.7], [-2.1, 0.2, 1.1], [1.6, 0.3, 1.5], [1.7, 0.4, -1.7], [-2.6, -0.6, -0.1], [0.2, 0.9, 2.0], [2.3, -0.1, -0.9], [-1.9, -0.7, -1.4], [0.4, -0.9, 0.8], [-0.7, 0.4, -0.5], [-2.5, 0.2, 1.2], [-0.5, 2.0, -1.5], [-0.5, 0.6, 2.5], [1.3, 2.3, 1.2], [1.7, 1.3, -1.5], [1.0, -0.4, -2.8], [-1.1, -2.2, -1.8], [-0.1, 0.2, 0.1], [0.0, -0.5, -0.2], [-1.1, -0.2, 0.7], [1.2, 0.3, -0.4], [0.0, -0.1, -0.2], [0.1, 0.3, -0.1], [-0.1, 0.1, 0.2], [-0.1, -0.1, -0.2], [0.6, 0.5, -0.1], [-0.3, 0.3, 0.2], [0.5, 0.2, -0.1], [-1.3, -1.4, 0.1], [-0.1, 0.2, 0.0], [0.4, -0.1, 0.0], [0.4, 0.0, -0.1], [-0.1, 0.2, 0.0], [0.0, 0.1, -0.6], [0.0, 0.0, 0.3], [0.6, 1.2, 0.1], [-0.6, -1.3, 0.7], [0.0, 0.0, -0.2], [-0.1, -0.2, 0.2], [0.2, 0.3, 0.1], [0.0, 0.0, -0.2], [-0.4, 0.4, -0.5], [0.0, 0.0, 0.0], [-0.2, 0.8, 1.3], [0.6, -1.2, -0.7], [-0.1, 0.1, -0.2], [0.2, -0.3, -0.1], [0.0, 0.1, 0.4], [-0.1, 0.1, -0.1], [0.2, -0.3, 0.3], [-0.2, 0.2, 0.5], [0.5, -1.0, 0.2], [-0.6, 1.2, -0.9], [0.1, 0.0, 0.1], [-0.1, 0.2, -0.3], [0.3, -0.4, -0.1], [0.0, 0.0, 0.2]]}

---

Question: Which value of multiplicity does entry 2 give?
Answer: 1

---

Question: What is the multiplicity in the first record?
Answer: 1

---

Question: Number 2 is which compound?
Answer: C26H53BFN11O10PS